1.
99
Properties=species:S:1:pos:R:3:mulliken_charge:R:1 method="wB97M-V/def2-TZVPD" lumo_ev=-0.35 molar_mass_g_mol=707.65 de_lowest_kj_mol=0.00
C 1.461 2.820 -0.913 -0.508
C 0.277 3.091 -1.842 0.045
C 0.538 2.634 -3.280 -1.605
C 0.910 1.163 -3.344 0.648
C -0.297 0.213 -3.467 -1.553
C -0.657 -0.388 -2.142 0.864
C -1.753 0.099 -1.499 -0.852
C -2.129 -0.413 -0.237 0.573
N -3.181 -0.059 0.507 -0.672
S -3.096 -0.938 1.847 0.097
N -1.793 -1.808 1.551 -0.484
C -1.333 -1.418 0.351 0.429
C -0.199 -1.927 -0.321 -0.861
C 0.156 -1.440 -1.550 0.314
B 1.415 -1.976 -2.350 0.520
O 1.222 -2.466 -3.653 -0.562
N 2.736 -2.023 -1.822 0.048
C 3.777 -1.622 -2.781 -1.026
C 2.938 -1.403 -0.503 -0.978
H 1.673 3.658 -0.260 0.441
H 1.295 1.913 -0.334 0.088
H 2.347 2.633 -1.517 -0.222
H -0.637 2.620 -1.491 -0.047
H 0.088 4.159 -1.856 0.501
H -0.358 2.851 -3.860 0.544
H 1.332 3.251 -3.696 0.276
H 1.547 1.027 -4.218 0.312
H 1.521 0.902 -2.483 -0.348
H -0.148 -0.529 -4.234 0.016
H -1.140 0.811 -3.801 0.708
H -2.352 0.871 -1.954 0.533
H 0.372 -2.707 0.157 0.726
H 1.560 -1.834 -4.296 0.347
H 3.505 -0.747 -3.366 0.245
H 3.929 -2.430 -3.493 0.253
H 4.722 -1.459 -2.281 0.386
H 2.454 -1.985 0.268 0.328
H 3.999 -1.434 -0.273 0.408
H 2.640 -0.356 -0.462 0.207
O -0.831 4.717 0.500 -0.597
C -1.096 3.921 1.352 0.476
O -1.609 2.707 1.042 -0.263
C -1.932 1.978 2.239 0.051
C -1.075 2.599 3.329 -0.168
C -0.973 4.052 2.861 -0.716
H -2.999 2.091 2.438 0.252
H -1.716 0.925 2.074 -0.169
H -1.511 2.462 4.319 0.033
H -0.080 2.144 3.320 0.348
H -1.806 4.659 3.222 0.301
H -0.032 4.523 3.129 0.342
O -3.095 1.995 5.536 -0.677
C -2.959 0.877 5.949 0.598
O -3.586 -0.173 5.383 -0.309
C -3.332 -1.378 6.135 0.495
C -2.042 -1.100 6.898 -0.552
C -2.137 0.409 7.135 -0.598
H -4.180 -1.555 6.798 0.105
H -3.252 -2.211 5.445 -0.399
H -1.947 -1.693 7.804 0.447
H -1.183 -1.318 6.263 0.268
H -2.683 0.651 8.047 0.261
H -1.169 0.902 7.145 0.339
O 4.292 1.678 -2.396 -0.471
C 5.050 2.596 -2.505 0.438
O 4.704 3.745 -3.124 -0.342
C 5.832 4.634 -3.203 -0.480
C 6.773 4.181 -2.093 -0.524
C 6.493 2.679 -2.040 -0.483
H 6.279 4.534 -4.194 0.276
H 5.481 5.655 -3.078 0.319
H 7.813 4.437 -2.282 0.334
H 6.479 4.642 -1.149 0.274
H 7.113 2.118 -2.741 0.287
H 6.595 2.260 -1.043 0.302
O -2.238 -0.689 -7.992 -0.602
C -2.311 -1.500 -7.119 0.444
O -2.248 -1.168 -5.809 -0.332
C -2.253 -2.352 -4.987 0.034
C -2.888 -3.433 -5.856 -0.610
C -2.447 -3.007 -7.256 -0.405
H -1.223 -2.588 -4.714 0.027
H -2.818 -2.150 -4.080 0.244
H -2.581 -4.438 -5.576 0.360
H -3.975 -3.378 -5.782 0.277
H -1.472 -3.417 -7.523 0.241
H -3.173 -3.253 -8.026 0.333
O -2.005 -3.201 7.937 -0.611
C -2.154 -3.552 6.803 0.734
O -3.365 -3.548 6.199 -0.427
C -3.265 -4.105 4.873 -0.748
C -1.801 -3.943 4.487 -0.158
C -1.102 -4.069 5.840 -0.625
H -3.575 -5.151 4.915 0.373
H -3.943 -3.566 4.216 0.385
H -1.471 -4.664 3.743 0.472
H -1.636 -2.946 4.080 0.027
H -0.875 -5.105 6.098 0.305
H -0.199 -3.470 5.909 0.324

2.
137
Properties=species:S:1:pos:R:3:mulliken_charge:R:1 method="wB97M-V/def2-TZVPD" lumo_ev="-0.31 / -0.32" molar_mass_g_mol=1261.95 total_charge=-1
Rb 0.069 1.470 0.875 0.513
O 2.131 3.408 3.165 -0.513
H 1.265 3.520 3.631 0.226
H 2.242 4.117 2.512 0.453
O -2.351 0.999 -1.078 -0.513
H -3.265 0.893 -0.750 0.232
H -2.143 0.134 -1.569 0.575
O -0.634 -1.728 1.092 -0.462
H -1.363 -1.199 1.502 0.304
H 0.022 -2.016 1.801 0.259
O 1.745 0.733 -1.417 -0.405
H 2.675 0.664 -1.739 0.215
H 1.258 1.370 -2.032 0.362
O -0.021 2.512 -2.425 -0.706
H -0.871 2.073 -2.233 0.313
H 0.008 3.221 -1.755 0.325
O -1.835 0.108 3.019 -0.574
H -0.956 -0.013 3.412 0.560
H -2.444 -0.541 3.470 0.246
O -1.618 4.206 2.923 -0.241
N -2.381 4.290 1.883 0.370
C -2.284 -4.836 -0.060 -0.553
S -2.546 -6.697 -0.076 0.456
C -4.407 -6.833 -0.270 -0.921
O -1.929 -7.148 -1.367 -0.571
H -1.493 -4.597 -0.814 0.031
H -1.800 -4.659 0.845 0.403
H -3.245 -4.249 -0.171 0.370
H -4.874 -5.861 -0.379 0.289
H -4.693 -7.400 0.639 0.325
H -4.493 -7.432 -1.170 0.301
F 3.439 -1.789 2.735 -0.323
C 4.251 -0.717 3.041 0.356
C 5.190 -0.338 2.083 0.559
F 5.225 -0.881 0.830 -0.330
C 6.255 0.551 2.432 0.704
C 6.327 1.021 3.759 0.476
C 5.443 0.610 4.744 -0.091
F 5.419 1.162 5.988 -0.312
C 4.247 -0.126 4.377 0.368
C 3.039 -0.228 5.168 -0.063
C 1.797 -0.098 4.540 0.109
N 0.737 0.022 4.114 -0.637
C 2.915 -0.245 6.589 0.040
N 2.743 -0.200 7.732 -0.579
F 7.346 1.882 4.018 -0.320
C 7.243 0.882 1.502 -0.249
C 8.607 0.833 1.803 0.109
N 9.739 0.770 1.973 -0.505
C 6.869 1.360 0.238 0.059
N 6.612 1.817 -0.824 -0.530
C -2.248 -5.760 -4.588 -1.693
C -0.839 -5.719 -5.223 2.612
C -1.014 -5.256 -6.673 -1.995
C -0.452 -7.220 -5.343 -1.971
C 0.282 -4.840 -4.520 1.406
O 1.560 -5.059 -5.183 -0.729
C 0.464 -5.131 -3.021 -0.244
C 1.161 -6.478 -2.542 -0.460
C 2.275 -6.328 -1.548 -0.601
C 2.021 -6.656 -0.212 -0.230
C 2.952 -6.392 0.826 -0.891
C 4.176 -5.871 0.441 0.507
Cl 5.135 -5.272 1.775 -0.208
C 4.502 -5.569 -0.923 -0.972
C 3.533 -5.834 -1.882 -0.065
C 0.188 -3.291 -4.817 -2.596
N -0.839 -2.478 -4.126 1.074
C -0.780 -1.720 -3.012 -0.354
N -2.046 -1.250 -2.739 -0.437
C -2.799 -1.666 -3.781 -0.416
N -2.119 -2.416 -4.657 -0.784
H -2.945 -5.984 -5.458 0.446
H -2.619 -4.819 -4.224 0.174
H -2.330 -6.495 -3.826 0.451
H -1.465 -6.135 -7.237 0.496
H -0.019 -4.962 -7.108 0.295
H -1.658 -4.370 -6.708 0.373
H -1.247 -7.887 -5.697 0.491
H -0.217 -7.729 -4.397 0.235
H 0.372 -7.342 -6.072 0.531
H 1.779 -5.990 -5.381 0.510
H -0.516 -5.047 -2.527 -0.700
H 1.113 -4.323 -2.608 0.866
H 1.645 -6.961 -3.358 0.517
H 0.425 -7.230 -2.181 0.402
H 1.135 -7.180 0.168 0.350
H 2.688 -6.606 1.858 0.414
H 5.499 -5.252 -1.205 0.433
H 3.821 -5.713 -2.932 0.366
H -0.043 -3.171 -5.895 0.415
H 1.155 -2.877 -4.595 0.594
H 0.098 -1.481 -2.433 0.628
H -3.876 -1.411 -3.898 0.359
C -3.393 7.382 0.553 -1.497
C -2.852 7.706 1.957 0.427
C -1.300 7.795 2.114 -1.269
C -3.419 6.892 3.066 0.365
C -3.479 7.485 4.329 -0.625
C -4.193 6.858 5.327 -1.057
C -4.886 5.681 5.078 -0.692
C -4.853 5.011 3.856 0.233
C -5.652 3.722 3.625 0.258
C -4.805 2.457 3.867 -1.109
C -6.401 3.740 2.269 -1.613
C -3.982 5.579 2.894 0.651
N -3.540 4.729 1.828 -0.341
H -2.678 7.985 -0.071 0.423
H -4.414 7.650 0.457 0.331
H -3.206 6.305 0.311 0.324
H -3.235 8.728 2.203 0.522
H -1.138 8.531 2.922 0.336
H -0.724 8.001 1.233 0.403
H -0.926 6.887 2.620 0.308
H -2.908 8.408 4.458 0.374
H -4.321 7.166 6.339 0.358
H -5.446 5.255 5.906 0.391
H -6.453 3.618 4.402 0.434
H -3.810 2.599 3.440 0.231
H -5.221 1.545 3.380 0.321
H -4.738 2.339 4.984 0.320
H -5.746 3.590 1.389 0.266
H -6.987 4.648 2.168 0.352
H -7.080 2.892 2.263 0.493
Br 6.551 6.147 -2.136 -0.207
C 4.665 6.009 -2.062 -0.070
C 3.924 6.468 -3.216 -0.241
N 2.613 6.318 -3.233 -0.685
C 1.941 5.807 -2.212 -0.187
C 2.537 5.419 -1.020 0.352
C 3.971 5.517 -0.947 -0.364
C 1.745 4.803 0.144 0.515
O 2.410 4.817 1.184 -0.972
O 0.591 4.284 -0.051 -0.654
H 4.396 6.969 -4.015 0.438
H 0.913 5.552 -2.382 0.466
H 4.408 5.077 -0.065 0.589